1.
Density functional theory data (ωB97M-V/def2-TZVPD) for a structure of composition C33H89O32P7.

Each line ends with the Mulliken charge.
Atoms and positions in Å:
C -11.3576 27.4449 19.7379  -1.00
O -12.6015 27.9228 19.2583  -0.28
P -12.5361 29.0317 18.0051  1.16
O -11.3771 28.8198 17.0768  -0.95
O -14.0106 28.9475 17.3138  0.88
C -14.3859 27.7729 16.6743  0.27
O -12.5191 30.4803 18.7449  -0.56
C -12.6039 31.7285 17.9837  -0.08
H -10.4414 27.4532 19.1475  0.39
H -11.5899 26.3832 19.8208  0.29
H -11.2773 27.8529 20.7455  0.28
H -13.8352 26.9090 17.0465  1.41
H -14.2957 27.8725 15.5926  -0.14
H -15.3883 27.4298 16.9305  -1.28
H -13.4970 32.1612 18.4346  0.15
H -12.8963 31.5407 16.9506  0.63
H -11.7012 32.3272 18.1060  0.56
C -18.1426 25.9177 19.7472  -0.50
O -19.5128 25.6075 19.4962  -0.47
P -20.1470 26.1753 18.1309  0.87
O -21.6235 25.9896 18.0145  -0.87
O -19.1803 25.5621 16.9749  -0.21
C -19.4087 25.8929 15.6050  -0.88
O -19.7175 27.7577 18.1880  -0.24
C -20.5474 28.6528 17.4883  -0.98
H -17.6986 25.2333 20.4701  0.36
H -18.0929 26.9363 20.1322  0.31
H -17.5363 25.7731 18.8531  -0.16
H -18.6115 25.7698 14.8720  -0.21
H -19.7041 26.9415 15.5691  -0.61
H -20.2225 25.2936 15.1968  1.67
H -20.1967 28.7321 16.4593  0.79
H -20.5566 29.6340 17.9628  0.37
H -21.5995 28.3682 17.4730  0.40
C -19.1644 26.5030 12.8672  -0.20
O -18.4312 26.5989 11.6438  -0.63
P -16.9129 26.1116 11.5780  0.49
O -16.3623 26.1381 10.1990  -0.82
O -16.8304 24.6398 12.2051  -0.24
C -17.2456 23.5302 11.4017  -0.90
O -16.2358 27.0631 12.7390  0.22
C -14.7889 27.1919 12.9215  -0.60
H -20.2020 26.2091 12.7089  0.14
H -19.1382 27.4404 13.4229  1.81
H -18.7470 25.7019 13.4772  0.86
H -18.2881 23.2266 11.4974  0.30
H -16.8237 22.5689 11.6947  0.29
H -17.0782 23.6999 10.3381  0.39
H -14.5386 27.2468 13.9810  0.32
H -14.2936 28.0397 12.4482  0.32
H -14.1930 26.3293 12.6234  0.42
C -20.1587 28.7973 14.4982  0.10
O -21.4992 28.3004 14.4092  0.11
P -21.8932 26.7266 14.1306  0.80
O -20.7900 25.7634 14.3242  -0.64
O -23.2078 26.5673 15.1245  -0.47
C -24.2874 27.4541 14.9557  -1.06
O -22.5291 26.7485 12.5886  -0.44
C -21.7836 26.9560 11.4004  -0.19
H -19.9678 29.5362 13.7199  0.16
H -19.4428 27.9759 14.5277  -1.68
H -20.0534 29.3153 15.4514  -0.36
H -24.0759 28.1524 14.1459  0.41
H -24.5115 27.9734 15.8874  0.44
H -25.2087 26.9163 14.7317  0.45
H -22.2474 26.3357 10.6334  0.42
H -21.7257 28.0003 11.0938  0.20
H -20.7690 26.5830 11.5406  0.25
C -14.7352 32.4858 19.6727  -2.01
O -14.9959 31.2179 19.0886  0.12
P -16.1435 30.2773 19.7728  0.83
O -17.4801 30.8954 19.8093  -0.80
O -16.0772 28.8833 18.8879  -0.52
C -16.8836 27.7936 19.2437  -0.12
O -15.4901 29.9108 21.2519  -0.42
C -14.0419 29.6730 21.3577  -0.20
H -14.5489 33.2234 18.8921  0.45
H -13.7681 32.3656 20.1610  0.31
H -15.4424 32.8840 20.4003  0.32
H -17.0964 27.7738 20.3125  1.22
H -16.3282 26.8861 19.0065  0.27
H -17.8909 27.7925 18.8274  0.17
H -13.7798 28.6980 21.7684  0.30
H -13.5518 30.3364 22.0703  0.32
H -13.6049 29.8008 20.3673  -0.11
C -23.3696 33.0555 13.6644  -0.82
O -22.4206 32.0732 14.0567  -0.42
P -22.0208 31.8128 15.6115  0.45
O -21.8168 33.0748 16.3507  -0.79
O -23.2133 30.8606 16.1675  -0.49
C -23.5939 29.6948 15.4276  -0.99
O -20.7451 30.8050 15.4762  0.27
C -19.3922 31.2612 15.4231  -1.46
H -23.6139 33.6912 14.5154  0.37
H -24.2715 32.5000 13.4076  0.28
H -23.1387 33.5920 12.7440  0.25
H -23.1232 29.6113 14.4481  0.61
H -24.6748 29.5733 15.3580  0.51
H -23.3378 28.7758 15.9548  0.17
H -18.9687 30.8301 14.5160  0.22
H -18.8780 31.0196 16.3534  0.27
H -19.3014 32.3440 15.3378  0.76
C -13.5449 34.4336 15.9908  0.20
O -13.6235 33.9850 14.6974  -0.42
P -13.3106 32.4922 14.1734  0.62
O -13.7071 32.1671 12.7953  -0.82
O -11.6654 32.3082 14.4225  -0.43
C -10.9528 31.3088 13.7902  -0.71
O -13.8632 31.5405 15.3493  0.29
C -14.5423 30.2982 15.0945  -1.18
H -14.4494 34.9841 16.2496  0.00
H -12.7354 35.1487 16.1370  0.44
H -13.4452 33.5748 16.6546  -0.07
H -10.0680 31.5922 13.2202  0.30
H -11.5327 30.6233 13.1723  0.26
H -10.6280 30.6252 14.5746  0.24
H -14.5568 30.1798 14.0110  0.69
H -15.5746 30.2150 15.4343  0.47
H -14.0274 29.4494 15.5446  0.73
C -17.0694 34.6339 20.3594  -0.33
O -16.3470 35.2081 19.3135  -0.34
C -16.8724 34.8131 18.0497  -1.23
C -16.6751 33.3319 17.5912  0.59
O -15.2554 33.0461 17.3051  -0.82
C -15.1397 31.8666 16.5922  -0.87
H -16.8146 33.5789 20.4605  0.18
H -18.1552 34.6216 20.2654  0.33
H -16.7340 35.0355 21.3157  0.39
H -16.3498 35.3237 17.2408  0.31
H -17.9093 35.1366 17.9588  0.47
H -17.2763 33.0878 16.7154  0.06
H -16.9784 32.6032 18.3429  0.07
H -14.1283 31.4689 16.5089  -0.98
H -15.4964 31.9977 15.5706  1.60
H -15.7135 31.0424 17.0159  0.01
C -16.5160 29.1565 16.3961  1.26
C -16.4036 28.5161 14.9771  -1.93
C -17.8007 28.0549 14.7248  0.23
O -18.5622 28.5088 15.8781  -0.13
C -17.9452 29.5815 16.5213  -1.14
H -15.8204 29.9758 16.5783  0.24
H -16.1995 28.4624 17.1747  -0.02
H -15.7015 27.6852 14.9085  -1.56
H -16.1932 29.3417 14.2972  1.25
H -17.8943 26.9866 14.5297  -1.50
H -18.2188 28.5578 13.8528  1.34
H -18.1809 29.5231 17.5839  0.28
H -18.2251 30.5051 16.0147  -0.33
C -15.5988 26.1384 17.3778  -0.57
C -15.8203 24.6500 17.8365  -1.32
C -17.0684 24.1096 16.9619  -0.60
O -17.2125 25.2456 16.0529  -0.20
C -16.8111 26.4854 16.6094  1.09
H -14.6973 26.2939 16.7852  0.46
H -15.4100 26.7157 18.2829  -0.43
H -16.0474 24.6293 18.9024  0.27
H -14.9211 24.0485 17.7032  0.44
H -17.9923 23.9046 17.5028  0.09
H -16.7978 23.2048 16.4176  0.58
H -17.6257 26.9218 17.1874  0.53
H -16.4914 27.2419 15.8927  0.30

* spin multiplicity: 1


2.
Density functional theory data (ωB97M-V/def2-TZVPD) for a cluster of 9 separate species, C33H92N8O9 in total.

Each line ends with the Mulliken charge.
Atoms and positions in Å:
C 26.6853 -8.0941 -6.3885  -1.06
O 26.9829 -9.4479 -6.6189  -0.15
C 28.3779 -9.7742 -6.6337  -1.31
C 28.5675 -11.1216 -7.3498  0.45
C 28.2724 -11.1820 -8.8411  -0.07
N 27.9825 -12.2426 -6.5753  -0.59
H 26.7323 -7.4571 -7.2746  0.33
H 27.3423 -7.6141 -5.6523  0.42
H 25.7175 -8.0753 -5.8850  0.25
H 28.8707 -8.9327 -7.1335  0.50
H 28.8297 -9.8262 -5.6389  0.41
H 29.6431 -11.3198 -7.2501  0.22
H 28.3739 -12.1760 -9.2730  -0.72
H 28.8351 -10.4661 -9.4431  0.68
H 27.2381 -10.8747 -9.0470  -0.03
H 28.4717 -12.1696 -5.6898  0.31
H 27.0007 -12.0054 -6.4052  0.23
C 30.2314 -12.2029 -10.9924  0.40
O 30.6223 -12.4020 -9.6441  -0.56
C 30.5754 -13.7490 -9.2470  -0.24
C 30.6857 -13.7863 -7.7080  2.15
C 32.0493 -13.3307 -7.2438  -1.66
N 30.4161 -15.1786 -7.2913  -0.70
H 30.6994 -12.9658 -11.6219  -0.13
H 30.4669 -11.1833 -11.2858  0.12
H 29.1436 -12.3088 -11.0528  -0.06
H 29.6294 -14.2239 -9.5374  -0.23
H 31.3795 -14.3460 -9.6998  0.65
H 29.9425 -13.1562 -7.2193  -1.20
H 32.1254 -13.2471 -6.1598  0.37
H 32.3323 -12.3559 -7.6469  0.29
H 32.8337 -14.0069 -7.5955  0.39
H 30.7434 -15.8643 -7.9559  0.25
H 29.4405 -15.3219 -7.0800  0.27
C 22.4283 -15.1612 -15.2350  -0.77
O 22.7650 -14.3662 -14.1230  -0.31
C 23.5136 -15.0209 -13.1190  -0.94
C 23.9098 -14.0666 -12.0400  2.08
C 24.9063 -14.7214 -11.0720  -1.01
N 22.7692 -13.6456 -11.2296  -0.83
H 21.8986 -16.0610 -14.9091  0.31
H 23.3199 -15.4561 -15.7981  0.30
H 21.7894 -14.6068 -15.9182  0.25
H 22.8995 -15.8165 -12.6778  0.39
H 24.3855 -15.4716 -13.6099  0.38
H 24.3279 -13.1259 -12.4268  -0.61
H 25.3006 -14.0529 -10.3104  -0.05
H 25.6675 -15.2610 -11.6380  0.04
H 24.3024 -15.4695 -10.5490  0.59
H 22.1374 -13.0791 -11.7922  0.38
H 23.0495 -12.9747 -10.5181  0.07
C 27.7379 -14.7330 -12.2311  -1.14
O 29.0310 -14.9526 -12.7225  -0.33
C 29.6357 -16.1072 -12.1662  -1.09
C 31.0278 -16.3255 -12.7152  1.36
C 31.0305 -16.5969 -14.2061  -1.39
N 31.6904 -17.4319 -12.0176  -0.78
H 27.2185 -13.9144 -12.7339  0.31
H 27.7115 -14.4101 -11.1835  0.29
H 27.1253 -15.6291 -12.3719  0.52
H 29.6647 -16.0161 -11.0705  0.22
H 28.9737 -16.9756 -12.2751  0.38
H 31.6233 -15.4112 -12.5948  -0.12
H 30.5237 -15.7943 -14.7386  0.09
H 30.6017 -17.5754 -14.4287  0.36
H 32.0589 -16.6447 -14.5709  0.42
H 32.6916 -17.3023 -12.1393  0.30
H 31.6236 -17.3563 -11.0049  0.27
C 23.5982 -10.3562 -10.2124  -0.73
O 23.8149 -11.4985 -9.3885  -0.28
C 24.0507 -11.1505 -8.0326  -0.49
C 24.6194 -12.3944 -7.3384  1.63
C 23.6423 -13.5347 -7.2187  -1.78
N 25.0081 -12.0143 -5.9437  -0.74
H 24.4357 -9.6783 -10.0199  0.28
H 22.6709 -9.8294 -9.9782  0.49
H 23.6262 -10.6425 -11.2616  0.11
H 24.7535 -10.3187 -7.9426  0.17
H 23.0842 -10.9288 -7.5637  0.30
H 25.5616 -12.6921 -7.8048  -0.49
H 24.1077 -14.4077 -6.7581  0.46
H 23.3025 -13.9337 -8.1774  0.25
H 22.7835 -13.2207 -6.6224  0.39
H 24.1294 -11.7848 -5.4771  0.45
H 25.4012 -11.0749 -6.0364  -0.13
C 23.4743 -6.4618 -10.4367  -0.81
O 23.5238 -7.4350 -11.4533  -0.24
C 24.7023 -7.3805 -12.2364  -0.88
C 24.5572 -8.4400 -13.3519  1.70
C 25.7936 -8.4828 -14.2323  -1.47
N 23.3929 -8.1447 -14.1736  -0.72
H 22.5578 -6.5452 -9.8622  0.29
H 23.7053 -5.4774 -10.8612  0.35
H 24.3044 -6.5374 -9.7175  0.23
H 24.7690 -6.3678 -12.6536  0.53
H 25.5837 -7.5593 -11.6102  0.38
H 24.4854 -9.4262 -12.8931  -0.87
H 26.6586 -8.5863 -13.5718  0.10
H 25.8721 -7.6561 -14.9361  0.50
H 25.7928 -9.4171 -14.7961  0.35
H 22.5212 -8.2873 -13.6786  0.30
H 23.3837 -7.1710 -14.4539  0.29
C 33.5744 -13.8668 -14.9199  -0.59
O 32.3668 -13.6953 -15.6641  -0.47
C 31.4274 -12.9617 -14.9320  0.87
C 30.0839 -12.9771 -15.6651  -0.06
C 30.0753 -12.0198 -16.7992  -1.69
N 28.9996 -12.6577 -14.7072  0.13
H 34.3578 -14.3130 -15.5246  0.27
H 33.3631 -14.5370 -14.0811  0.16
H 33.8727 -12.9008 -14.5071  0.29
H 31.2495 -13.4033 -13.9410  -0.73
H 31.7419 -11.9264 -14.7584  0.35
H 29.8387 -13.9556 -16.0952  0.42
H 30.8414 -12.2041 -17.5510  0.36
H 30.1653 -11.0134 -16.3850  0.29
H 29.1131 -12.0872 -17.3161  0.49
H 28.0973 -12.6508 -15.1758  0.31
H 28.9292 -13.4866 -14.1100  -0.10
C 30.3150 -9.1850 -13.7970  0.04
O 31.4690 -8.4339 -14.1051  -0.42
C 31.9027 -8.6186 -15.4279  -0.04
C 33.1731 -7.8443 -15.7044  0.54
C 33.0842 -6.3476 -15.5161  -1.34
N 33.6187 -8.2204 -17.0607  -0.76
H 29.4496 -8.7222 -14.2896  0.29
H 30.0916 -9.2100 -12.7333  0.13
H 30.3817 -10.2028 -14.1870  -0.26
H 32.0827 -9.6679 -15.6916  -0.27
H 31.1101 -8.2950 -16.1182  0.31
H 33.9417 -8.2277 -15.0192  0.25
H 32.2358 -5.9674 -16.0850  0.32
H 34.0247 -5.9178 -15.8688  0.39
H 33.0310 -6.0859 -14.4612  0.29
H 34.5688 -7.8817 -17.1735  0.27
H 33.7095 -9.2250 -17.1635  0.23
C 26.5418 -11.2803 -11.9472  -0.08
O 27.7759 -10.7740 -12.4703  -0.17
H 26.2463 -10.6044 -11.1457  -0.23
H 25.7943 -11.3432 -12.7392  0.40
H 26.7488 -12.2433 -11.4743  0.02
H 28.1294 -11.4393 -13.0837  -0.02

* SMILES: COC[C@H](C)N.COC[C@H](C)N.COC[C@H](C)N.COC[C@H](C)N.COC[C@H](C)N.COC[C@H](C)N.COC[C@H](C)N.COC[C@H](C)N.CO
* spin multiplicity: 1


Relative energy (zero: lowest compared OMol25 entry of this formula, charge and spin) (computed, kcal per mole): 953.0 12.7